No. 1
A 7-piece molecular cluster, C35H69ClF4N5O17P2S overall. Source: OMol25; level of theory: ωB97M-V/def2-TZVPD.

Last column: Mulliken charge in e.
CARTESIAN COORDINATES (ANGSTROEM)
1 C -2.53599 1.48230 2.76969  -2.288
2 C -1.27991 0.77924 2.33301  0.607
3 N -0.69342 1.18426 1.28098  -0.467
4 C -0.90838 -0.47512 3.13118  -1.565
5 C 0.33127 -0.56363 4.05310  1.365
6 P 1.77383 0.27924 3.06505  -0.173
7 P 2.31626 -0.87103 1.28823  0.400
8 O 2.41641 0.16887 0.26040  -0.370
9 O 3.70137 -1.64438 1.37806  -0.531
10 O 1.18903 -1.89657 0.87284  0.112
11 N 0.34497 0.08659 5.40704  0.774
12 C 0.51769 1.46516 5.73497  0.333
13 F 0.25308 1.51933 7.07376  -0.356
14 F 1.79250 1.88624 5.64061  -0.216
15 C -0.40560 2.51302 5.06295  0.266
16 F 0.11121 2.93263 3.90040  -0.154
17 F -0.44940 3.57657 5.91361  -0.341
18 C 1.00939 -0.77215 6.23343  -0.611
19 N 2.05947 -0.58790 6.97239  -0.069
20 N 0.37617 -2.05405 6.05798  -0.185
21 Cl -1.17297 -1.74776 6.78349  -0.024
22 C 0.42390 -2.11947 4.55552  1.371
23 C -0.69593 -3.10763 4.19226  -1.460
24 C -0.71941 -4.42894 4.98421  -1.643
25 N -0.29361 -5.59654 4.19675  -0.321
26 S 2.06700 -2.99817 4.40420  1.680
27 C 2.17370 -3.99371 2.94428  -0.838
28 O 3.15029 -2.04387 4.43330  -0.606
29 O 2.16058 -3.89833 5.51980  -0.714
30 H -2.43009 2.55480 2.69720  0.344
31 H -3.32278 1.19120 2.07852  0.466
32 H -2.87025 1.17209 3.75384  0.553
33 H 0.06835 0.53621 1.07471  -0.024
34 H -1.77042 -0.67182 3.75705  0.858
35 H -0.79000 -1.26385 2.39978  0.058
36 H 2.86943 0.20064 3.93507  0.176
37 H 4.41618 -1.00063 1.47784  0.375
38 H 1.15963 -1.88808 -0.10479  0.114
39 H -1.41957 2.12689 4.99380  0.112
40 H 2.19023 0.18095 7.61586  0.305
41 H 2.81792 -1.26186 6.87389  0.331
42 H -1.67172 -2.65571 4.27229  0.725
43 H -0.60226 -3.35883 3.14032  0.348
44 H -0.17484 -4.39638 5.91857  0.364
45 H -1.74962 -4.62324 5.25381  0.537
46 H -0.95213 -6.34109 4.36003  0.289
47 H 0.63642 -5.87082 4.47926  0.226
48 H 2.79217 -3.51530 2.20066  0.378
49 H 2.66232 -4.90098 3.26769  0.606
50 H 1.21602 -4.23624 2.50577  -0.054
51 O -0.01040 -3.32448 -1.61300  -0.613
52 C -0.65346 -4.15710 -1.02546  0.940
53 O -0.02950 -4.97449 -0.16834  -0.337
54 C -0.72802 -5.86871 0.70704  -0.123
55 C -1.03492 -7.19093 0.03613  -1.328
56 C -2.12162 -4.35384 -1.31204  -1.374
57 H -1.61999 -5.38865 1.11287  0.299
58 H -0.05522 -6.02522 1.54691  0.238
59 H -1.69837 -7.06749 -0.81908  0.322
60 H -1.50773 -7.87283 0.74305  0.436
61 H -0.11915 -7.64920 -0.33522  0.308
62 H -2.22521 -5.01699 -2.17072  0.307
63 H -2.55141 -3.38612 -1.55771  0.418
64 H -2.68711 -4.75668 -0.47573  0.431
65 O -4.29559 1.03782 -0.60879  -0.595
66 C -3.77109 1.93725 -1.21978  0.619
67 O -4.05859 2.09530 -2.51492  -0.342
68 C -3.62786 3.22403 -3.28648  -0.293
69 C -2.23875 3.01510 -3.85444  -0.882
70 C -2.73315 2.81042 -0.56050  -0.469
71 H -3.70447 4.14360 -2.70251  0.278
72 H -4.34443 3.31242 -4.10161  0.299
73 H -1.49029 2.91168 -3.06807  0.226
74 H -1.95485 3.85433 -4.48842  0.362
75 H -2.20619 2.10416 -4.44976  0.264
76 H -1.77038 2.31343 -0.63037  0.137
77 H -3.00390 2.90742 0.48182  0.011
78 H -2.65710 3.81836 -0.96390  0.334
79 O -6.66019 4.79484 -5.47292  -0.556
80 C -6.31464 5.89553 -5.14918  0.757
81 O -5.58139 6.63890 -5.99971  -0.364
82 C -5.28900 8.02068 -5.78394  -0.411
83 C -4.05671 8.21044 -4.92402  -0.926
84 C -6.61065 6.43340 -3.76444  -0.880
85 H -6.15814 8.54189 -5.38115  0.358
86 H -5.11268 8.43070 -6.77633  0.322
87 H -4.19763 7.79892 -3.92408  0.261
88 H -3.81791 9.26970 -4.82907  0.353
89 H -3.20509 7.69786 -5.37077  0.287
90 H -5.83451 6.09219 -3.08062  0.160
91 H -7.56652 6.02801 -3.44477  0.326
92 H -6.68587 7.51693 -3.71278  0.331
93 O 0.42197 2.37403 -5.38141  -0.563
94 C 1.02866 1.42427 -4.96888  0.843
95 O 1.44314 1.42501 -3.68821  -0.377
96 C 1.99647 0.27741 -3.03491  0.134
97 C 3.48686 0.15536 -3.26790  -1.203
98 C 1.40687 0.26929 -5.87059  -1.018
99 H 1.45639 -0.62816 -3.32143  0.217
100 H 1.80734 0.43326 -1.97598  0.085
101 H 3.71996 0.00857 -4.32334  0.382
102 H 3.89119 -0.68659 -2.70508  0.341
103 H 3.99098 1.06625 -2.94681  0.316
104 H 2.33657 0.51365 -6.38222  0.268
105 H 0.61963 0.14792 -6.60975  0.329
106 H 1.51930 -0.68066 -5.35262  0.288
107 O 3.27889 2.59365 2.32708  -0.374
108 C 3.83589 3.63280 2.59870  0.607
109 O 4.59994 4.19218 1.65752  -0.386
110 C 5.15915 5.50840 1.76391  -0.433
111 C 6.48246 5.50296 2.49876  -0.963
112 C 3.77068 4.27294 3.96388  -0.724
113 H 4.44018 6.19735 2.20812  0.377
114 H 5.30751 5.83368 0.73690  0.313
115 H 6.36983 5.16916 3.53075  0.268
116 H 6.91535 6.50260 2.50717  0.364
117 H 7.18046 4.82337 2.01101  0.299
118 H 4.53544 3.82648 4.59908  0.256
119 H 2.79658 4.07214 4.38691  0.013
120 H 3.90074 5.35176 3.95141  0.365
121 O -0.20884 -7.53753 -3.57263  -0.579
122 C 0.36410 -6.60426 -4.06884  0.761
123 O 0.02997 -6.22356 -5.31338  -0.378
124 C 0.50374 -5.01545 -5.91620  -0.232
125 C 1.84920 -5.20508 -6.58442  -1.011
126 C 1.49747 -5.90594 -3.35408  -0.546
127 H 0.51297 -4.20068 -5.19015  0.202
128 H -0.24612 -4.75960 -6.66209  0.352
129 H 2.62177 -5.47448 -5.86392  0.273
130 H 2.15501 -4.28905 -7.09010  0.362
131 H 1.79434 -6.00836 -7.31819  0.316
132 H 2.42829 -6.43936 -3.54175  0.399
133 H 1.28421 -5.92937 -2.28852  -0.101
134 H 1.61661 -4.86104 -3.62970  0.212

Cartesian forces (eV/Å) of the 6 atoms listed first:
C -0.0232 -0.3123 -0.1060
C 0.1590 0.5559 -0.1819
N -0.0412 -0.8640 0.6883
C -0.3631 0.7944 0.6975
C 0.8071 -1.7439 -1.1660
P -0.9724 0.8332 0.2152

For the maximum force, the calculation gives 2.34 eV Å⁻¹. As for the spin multiplicity: 1. As for the total charge: +1. For the highest occupied orbital energy, the calculation gives -11.25 eV. The calculation puts the gap between HOMO and LUMO at 0.2238 Eh. As for the lowest unoccupied orbital energy: -5.16 eV.

---

No. 2
A 6-piece molecular cluster, C35H70N6O5S2 overall. Source: OMol25; level of theory: ωB97M-V/def2-TZVPD.

Last column: Mulliken charge in e.
CARTESIAN COORDINATES (ANGSTROEM)
1 C 1.69417 -4.23770 -0.71884  -1.116
2 C 2.61134 -3.03783 -1.09127  -0.184
3 S 1.62635 -1.62143 -1.75107  -0.198
4 C 0.55948 -2.27117 -3.07837  -1.127
5 C -0.89572 -1.84255 -2.93421  0.525
6 C -1.37685 -0.77491 -3.65594  -0.425
7 C -2.71744 -0.42787 -3.54338  -0.944
8 C -3.53585 -1.13877 -2.70364  1.331
9 C -3.04841 -2.22544 -1.95025  -0.203
10 C -1.71490 -2.56803 -2.08254  -0.766
11 N -3.89344 -2.98557 -1.10587  -0.072
12 C -5.10213 -3.37171 -1.73145  0.240
13 C -5.56492 -4.67673 -1.68986  -0.754
14 C -6.73651 -5.06063 -2.30709  -0.640
15 C -7.53645 -4.15328 -2.97783  -0.561
16 C -7.08183 -2.84672 -3.02626  -0.438
17 C -5.90085 -2.46784 -2.43646  0.911
18 S -5.29635 -0.78061 -2.53180  -0.260
19 H 2.04482 -4.71099 0.20512  0.374
20 H 1.71956 -4.95543 -1.55073  0.317
21 H 0.64508 -3.93986 -0.61451  0.117
22 H 3.35439 -3.38536 -1.81917  0.234
23 H 3.13320 -2.64366 -0.21250  0.366
24 H 0.89712 -2.01022 -4.08952  0.364
25 H 0.55676 -3.37073 -3.01752  0.392
26 H -0.66252 -0.25589 -4.29071  0.445
27 H -3.12078 0.39339 -4.13512  0.399
28 H -1.35518 -3.41725 -1.49913  -0.107
29 H -3.40391 -3.78945 -0.73368  0.312
30 H -4.98922 -5.45541 -1.18310  0.277
31 H -7.06520 -6.09965 -2.28655  0.339
32 H -8.45559 -4.47253 -3.46048  0.384
33 H -7.65700 -2.07408 -3.53845  0.333
34 C 0.42721 -3.37532 -9.95336  -0.639
35 O -0.74106 -3.37794 -9.15325  -0.385
36 C -0.69227 -4.23468 -8.02695  -0.860
37 C 0.03169 -3.64547 -6.80599  0.495
38 C 1.55256 -3.65345 -6.93498  -1.430
39 N -0.41177 -2.27838 -6.51600  -0.471
40 H 0.90149 -4.36012 -9.98723  0.293
41 H 1.13929 -2.62719 -9.59742  0.220
42 H 0.13510 -3.09576 -10.96584  0.257
43 H -1.73582 -4.40547 -7.74784  0.360
44 H -0.27856 -5.21287 -8.30499  0.465
45 H -0.22269 -4.27404 -5.94619  0.277
46 H 1.91727 -2.86650 -7.59502  0.291
47 H 2.01425 -3.49057 -5.95958  0.288
48 H 1.91042 -4.61295 -7.31496  0.367
49 H -1.41139 -2.29024 -6.32794  0.236
50 H -0.33403 -1.74391 -7.37869  0.289
51 C 6.15632 -1.61953 -1.61555  -0.584
52 O 6.27039 -2.83767 -0.89797  -0.276
53 C 7.59824 -3.30046 -0.72512  -0.768
54 C 8.35879 -2.64550 0.43924  0.364
55 C 8.84427 -1.23155 0.13373  -1.386
56 N 7.55731 -2.61568 1.66670  -0.729
57 H 6.91584 -1.52700 -2.39646  0.331
58 H 6.21073 -0.77081 -0.93036  0.213
59 H 5.17015 -1.60314 -2.08168  0.156
60 H 7.50604 -4.36839 -0.50663  0.321
61 H 8.15851 -3.22107 -1.66576  0.396
62 H 9.24600 -3.25752 0.62830  0.411
63 H 8.03993 -0.49760 0.17965  0.280
64 H 9.59584 -0.92666 0.86270  0.348
65 H 9.30145 -1.17782 -0.85690  0.345
66 H 7.31945 -3.56879 1.92843  0.267
67 H 6.65950 -2.19767 1.43373  0.310
68 C -3.22584 2.45386 2.80427  -0.550
69 O -3.92794 2.14266 1.61518  -0.481
70 C -3.14639 2.19435 0.43505  -0.934
71 C -2.30615 0.93519 0.16740  0.857
72 C -1.05981 0.83554 1.04294  -1.372
73 N -3.09228 -0.28858 0.32301  -0.425
74 H -2.45753 3.21571 2.64239  0.229
75 H -2.77896 1.55424 3.23248  0.185
76 H -3.94692 2.83733 3.52740  0.373
77 H -3.86464 2.29939 -0.38352  0.339
78 H -2.52486 3.10026 0.42485  0.469
79 H -1.96607 0.98907 -0.87265  0.067
80 H -1.29233 0.52593 2.06276  0.252
81 H -0.37143 0.09441 0.63234  0.289
82 H -0.53161 1.79177 1.08652  0.322
83 H -3.85655 -0.29938 -0.33308  0.106
84 H -3.54388 -0.24484 1.23389  0.357
85 C 0.53909 2.52723 4.39102  -0.757
86 O -0.62387 2.55363 5.19922  -0.052
87 C -0.59978 1.66349 6.30321  -0.814
88 C 0.15831 2.19321 7.53098  0.293
89 C 1.67614 2.12901 7.38759  -1.452
90 N -0.23026 3.56809 7.85319  -0.661
91 H 0.97162 1.52501 4.32833  0.375
92 H 1.28348 3.23658 4.76077  0.224
93 H 0.25282 2.84513 3.38735  0.172
94 H -1.64716 1.52755 6.58824  0.310
95 H -0.22942 0.67699 5.99491  0.459
96 H -0.11208 1.55498 8.37797  0.498
97 H 2.06564 2.91648 6.74237  0.263
98 H 2.15087 2.25130 8.36167  0.355
99 H 1.99317 1.16525 6.98225  0.349
100 H -1.22799 3.58988 8.04720  0.292
101 H -0.14052 4.11481 6.99904  0.141
102 C -2.34517 6.20018 5.57961  -0.658
103 O -1.17337 6.69218 6.20732  -0.432
104 C -0.09813 6.96037 5.32553  -0.425
105 C -0.17786 8.31902 4.61128  0.229
106 C -1.18382 8.34788 3.46426  -1.377
107 N -0.49000 9.40745 5.54245  -0.749
108 H -2.11303 5.56157 4.72271  0.244
109 H -2.99429 7.02326 5.27227  0.304
110 H -2.89181 5.60892 6.31510  0.279
111 H 0.79716 6.96415 5.95459  0.356
112 H 0.02607 6.13667 4.60903  0.237
113 H 0.80893 8.51405 4.18013  0.420
114 H -2.21298 8.41528 3.81649  0.289
115 H -1.00628 9.21751 2.83057  0.350
116 H -1.09314 7.45687 2.83857  0.333
117 H 0.23764 9.45413 6.25079  0.277
118 H -1.31849 9.13266 6.06508  0.327

Cartesian forces (eV/Å) of the 6 atoms listed first:
C 0.3537 0.2005 -0.4207
C -1.0039 -0.4802 -0.4075
S 0.4217 0.2953 0.2240
C -0.4715 -0.8063 -0.2573
C 1.1941 -0.5358 0.4500
C 0.1805 0.2173 0.0083

For the maximum force, the calculation gives 1.74 eV Å⁻¹. As for the spin multiplicity: 1. For the highest occupied orbital energy, the calculation gives -7.80 eV. The calculation puts the gap between HOMO and LUMO at 0.3062 Eh. As for the lowest unoccupied orbital energy: 0.53 eV.

---

Question: Look up the lowest unoccupied orbital energy of the first one.
Answer: -5.16 eV